No. 1
ORCA calculation (ωB97M-V with the def2-TZVPD basis set) on a 11-piece molecular cluster, H23O11 overall at a distorted geometry.

Geometry as XYZ:
```
34
Properties=species:S:1:pos:R:3:nbo_charge:R:1
O 13.641 29.906 15.602 -0.9839
H 8.024 30.646 13.317 0.4890
H 12.619 29.673 19.619 0.4651
O 10.699 31.695 16.622 -0.9651
H 13.694 30.372 16.534 0.4745
H 13.448 31.842 17.842 0.5029
H 11.568 26.464 14.475 0.4932
H 10.414 25.263 15.699 0.4842
H 13.053 26.049 18.041 0.5100
O 12.641 28.914 19.164 -0.8966
H 8.279 28.096 15.570 0.5408
H 9.095 30.219 14.441 0.4850
H 9.775 31.617 16.697 0.4935
H 13.704 28.782 19.280 0.4725
O 12.777 26.292 17.103 -0.9621
H 11.422 30.412 13.809 0.5012
O 10.911 29.669 14.196 -0.9855
H 11.025 32.135 15.883 0.4763
H 8.645 27.360 17.158 0.5298
O 10.767 26.805 14.850 -0.9606
H 13.583 26.169 16.626 0.4879
H 11.681 27.663 16.463 0.5859
H 11.704 29.200 15.938 0.5674
H 10.257 28.836 16.629 0.5767
H 10.099 26.783 14.048 0.5039
H 13.619 30.580 15.100 0.4391
O 8.675 28.090 16.510 -1.0132
O 11.344 28.684 16.695 -0.8776
O 8.162 30.252 14.220 -0.9845
O 10.436 24.303 16.147 -0.9846
H 10.704 28.942 13.446 0.5085
O 13.914 31.045 17.831 -0.9508
H 13.437 30.176 18.079 0.5018
H 11.315 24.119 16.545 0.4754
```

Summary:
ΔE to the lowest compared entry with this formula, charge and spin = 5.739 eV
net charge = +1
molecular weight = 199.2 g/mol
HOMO level = -13.48 eV
E = -841.07126 a.u.



No. 2
ORCA calculation (ωB97M-V with the def2-TZVPD basis set) on one molecule with the formula CH5INP at a distorted geometry.

Geometry as XYZ:
```
9
Properties=species:S:1:pos:R:3:nbo_charge:R:1
H 0.406 -2.235 -0.246 0.3787
P -0.353 -0.312 -0.654 0.8350
H 0.537 1.364 0.786 0.2268
I -2.659 0.172 0.222 -0.2130
H 0.080 2.069 -0.736 0.2396
N 0.277 -1.457 0.441 -1.1467
C 0.612 1.213 -0.235 -0.9452
H -0.489 -1.894 0.936 0.3915
H 1.589 1.079 -0.513 0.2333
```

Summary:
ΔE to the lowest compared entry with this formula, charge and spin = 0.476 eV
molecular weight = 188.9 g/mol
HOMO level = -8.61 eV
E = -734.91117 a.u.



No. 3
ORCA calculation (ωB97M-V with the def2-TZVPD basis set) on a 3-piece molecular cluster, C3H12NO3S overall at a distorted geometry.

Geometry as XYZ:
```
20
Properties=species:S:1:pos:R:3:nbo_charge:R:1
H 2.643 -0.333 -0.258 0.1205
H -0.277 -0.054 -1.536 0.4004
H 1.732 -2.578 0.982 0.2145
N -0.636 -0.619 -0.682 -0.8866
O -0.468 2.658 -0.347 -1.0817
C 1.793 0.223 0.021 -0.0413
H -1.659 -2.824 0.229 0.1542
C 0.890 -2.267 0.311 -0.5377
S -0.492 -3.406 0.544 -0.1118
O -2.903 1.817 0.529 -0.9772
H -2.659 1.123 -0.061 0.4539
H 2.065 0.801 0.896 0.1264
H -0.074 -0.431 1.332 0.1854
H -2.191 2.453 0.449 0.5089
H 0.030 3.421 -0.422 0.4429
C 0.455 -0.785 0.395 -0.0913
H 1.376 -2.292 -0.674 0.2087
O 1.337 1.153 -0.908 -0.9139
H 0.323 1.957 -0.518 0.4926
H -1.285 -0.020 -0.282 0.3328
```

Summary:
ΔE to the lowest compared entry with this formula, charge and spin = 1.295 eV
net charge = -1
molecular weight = 142.2 g/mol
HOMO level = -4.16 eV
E = -800.15230 a.u.